Record 1
Molecular formula: CH2FN5
Method: DFT, ωB97M-V/def2-TZVPD

Calculated values
Net charge ... 0
Spin multiplicity ... 1
Energy above the lowest of the compared OMol25 structures with the same formula, charge and spin ... 12.6 kJ/mol
DFT total energy ... -11231.7923 eV
Structure (SMILES) ... [H]/N=N/N=N\C#N.F
HOMO energy ... -0.369 Ha

Last column: natural (NBO) charge in e.
Geometry (Å):
F 0.36097 -1.38827 2.24077  -0.584
N 2.30637 -0.70793 0.59185  -0.415
N -2.19391 1.37445 -0.57613  -0.356
N 1.03301 0.26687 -1.25523  -0.343
N -1.18330 0.74400 -0.89851  0.187
N -0.12321 0.71198 -1.40944  0.169
C 1.60780 -0.24471 -0.20418  0.413
H -2.94455 0.75348 -0.28574  0.365
H 1.13682 -1.50988 1.79660  0.565

Cartesian forces, eV/Å:
-2.0 0.0 1.2
0.0 -0.2 -0.1
1.5 0.8 0.5
0.5 0.3 -1.9
-2.3 -0.7 1.4
0.4 0.2 -1.0
0.3 0.1 1.4
-0.1 -0.5 -0.6
1.8 0.0 -0.9

=====

Record 2
Molecular formula: C5H6O
Method: DFT, ωB97M-V/def2-TZVPD

Calculated values
Net charge ... 0
Spin multiplicity ... 1
Energy above the lowest of the compared OMol25 structures with the same formula, charge and spin ... 230.7 kJ/mol
DFT total energy ... -7326.8935 eV
HOMO energy ... -0.338 Ha

Last column: natural (NBO) charge in e.
Geometry (Å):
O 2.83042 0.18427 -0.55562  -0.498
C -0.12162 -2.10343 0.28859  -0.485
C 2.69558 0.80880 0.37260  0.503
C -1.07790 1.40889 0.14435  -0.638
C -0.38586 0.30259 -0.54798  -0.292
C -0.28279 -0.92079 -0.13569  0.074
H -1.55465 2.28738 -0.47560  0.224
H -0.97194 -2.84951 -0.05514  0.219
H 0.65369 -2.40224 0.89814  0.217
H -1.86307 1.00085 0.84010  0.226
H 0.27935 0.48874 -1.43857  0.227
H -0.20121 1.79446 0.66481  0.225

Cartesian forces, eV/Å:
0.1 0.2 0.3
-3.6 -3.0 -1.5
0.1 -0.2 -0.3
-1.1 1.3 0.1
0.7 -0.5 -2.3
-0.2 2.1 -0.3
1.1 -2.0 0.9
2.1 1.1 0.8
1.4 -0.7 1.3
1.0 0.6 -0.5
-1.0 0.2 0.7
-0.6 0.9 0.8

=====

Record 3
Molecular formula: C21H44NO7Si
Method: DFT, ωB97M-V/def2-TZVPD

Calculated values
Net charge ... +1
Spin multiplicity ... 1
Energy above the lowest of the compared OMol25 structures with the same formula, charge and spin ... 40.0 kJ/mol
DFT total energy ... -46182.4877 eV
HOMO energy ... -0.405 Ha

Last column: Löwdin charge in e.
Geometry (Å):
Si -5.05894 1.87232 -1.19167  0.419
O -1.50663 1.49326 -0.41807  0.017
O 3.18002 3.13983 -0.03058  -0.018
O 2.99673 -5.20018 -0.36386  0.194
O 1.74066 1.27008 -1.55677  -0.065
O -0.71280 -0.12931 -1.74926  0.143
O -3.88451 3.06299 -1.17707  -0.202
O 2.44138 4.28363 -0.47330  -0.104
N 2.30198 -7.30145 -0.93298  0.089
C 0.85196 1.29577 -0.45596  -0.318
C -0.49813 0.75910 -0.95344  -0.361
C -1.06949 2.87798 -0.38365  -0.193
C 2.18635 -1.17527 -1.73898  -0.210
C 1.50643 2.28251 5.47550  -0.113
C -4.37757 0.18268 -0.76489  -0.157
C 0.78158 1.84808 3.10966  -0.222
C 0.36681 0.80409 2.03731  -0.150
C -2.88266 2.96575 -2.18433  -0.257
C -6.33154 2.33019 0.09950  -0.154
C -5.82765 1.82872 -2.90201  -0.154
C 3.19670 -2.18518 -1.14836  -0.108
C 3.93736 -6.93998 1.01231  0.044
C 2.71934 0.25307 -1.58809  -0.204
C 0.47566 2.78962 -0.20020  -0.122
C 3.11087 -6.33885 -0.06848  -0.394
C -1.57427 3.53631 -1.67644  -0.100
C 1.16612 1.21542 4.44184  -0.271
C 1.34321 0.68561 0.84854  -0.090
C 0.84546 -7.31657 -0.53133  0.039
C 1.19756 3.86100 -1.00776  -0.150
H 4.55584 -6.15969 1.44358  0.111
H 2.22023 3.00832 5.09140  0.072
H 0.77107 -7.63899 0.50308  0.110
H -3.19387 3.58351 -3.03117  0.126
H -3.85390 0.17441 0.18926  0.031
H -3.68155 -0.18220 -1.51876  0.024
H 2.10062 -1.38091 -2.80181  0.110
H -5.21249 -0.51432 -0.68114  0.032
H 2.02642 0.57143 4.25531  0.109
H 2.92152 -2.35932 -0.10715  0.061
H 4.57647 -7.73020 0.61260  0.107
H 0.36544 -0.16019 2.54693  0.106
H 3.29345 -7.36380 1.78674  0.111
H 2.27877 1.17001 1.11757  0.114
H 1.28272 3.61586 -2.06582  0.129
H 0.61900 3.11079 0.82824  0.136
H 3.30566 0.46308 -2.48179  0.134
H -1.75810 4.59162 -1.47345  0.131
H 0.59255 4.76672 -0.95206  0.138
H 1.62426 2.41711 2.71327  0.101
H 3.42211 0.34041 -0.75513  0.115
H -7.07942 3.00961 -0.30161  0.030
H 0.45248 -6.31330 -0.66023  0.114
H 4.21634 -1.80955 -1.17240  0.074
H -5.87550 2.74215 0.99665  0.031
H -6.84223 1.41435 0.40048  0.029
H -0.84758 3.45929 -2.48418  0.126
H -5.07484 1.55601 -3.64004  0.029
H 2.35880 -6.90103 -1.87323  0.188
H 0.32077 0.62104 4.78640  0.109
H -6.61364 1.07698 -2.95626  0.033
H -1.52366 3.35454 0.47777  0.159
H 1.24472 -1.30961 -1.22445  0.084
H -6.25159 2.80397 -3.13035  0.036
H 2.69259 -8.24446 -0.91745  0.180
H -2.76217 1.94697 -2.55634  0.110
H 3.11162 -3.14322 -1.64620  0.039
H 0.60932 2.83892 5.74293  0.074
H -0.65843 0.97174 1.72478  0.108
H 1.59042 -0.37033 0.72812  0.109
H 1.90993 1.82488 6.37592  0.068
H 0.32572 -8.01544 -1.17996  0.111
H -0.03030 2.56678 3.23345  0.114
H 3.84845 3.54480 0.52934  0.109

Cartesian forces, eV/Å:
-0.3 0.0 0.3
0.4 0.0 -0.2
-0.1 -0.7 -0.3
-0.1 -0.4 0.1
0.1 -0.3 0.2
0.3 0.7 1.1
0.1 -0.4 -0.1
-0.1 0.4 0.2
-0.3 0.0 0.0
-0.1 1.3 -0.5
-0.7 -1.0 -0.5
0.1 -0.4 -0.6
1.1 -0.3 0.2
-0.2 -0.2 0.0
0.1 0.1 -0.1
-0.2 -0.1 -0.7
0.4 0.0 0.5
-0.3 0.5 0.0
0.2 -0.3 -0.2
0.2 -0.2 0.4
-0.7 0.4 0.2
-0.1 -0.2 -0.1
0.1 -0.2 -0.3
-0.5 0.8 0.2
0.4 0.8 0.2
-0.1 0.1 0.3
0.0 0.7 -0.4
-0.1 -0.7 0.3
0.0 -0.1 0.0
-0.1 -0.2 -0.2
0.0 0.0 0.0
0.2 0.0 0.0
0.0 0.0 0.0
0.0 -0.1 -0.1
0.0 0.1 0.1
0.0 -0.1 0.0
-0.5 0.0 -0.1
-0.1 -0.1 -0.1
0.0 -0.2 0.2
0.3 0.0 0.2
0.0 0.0 0.0
-0.1 -0.1 -0.1
0.0 -0.1 0.0
0.1 0.2 -0.1
0.3 -0.3 0.0
0.4 -0.5 0.2
0.1 0.2 0.0
0.2 0.1 0.0
0.1 0.2 0.1
0.1 0.1 0.1
-0.2 0.0 0.3
0.0 0.2 0.1
0.0 0.0 0.0
0.2 -0.1 -0.2
0.0 0.2 0.0
-0.1 0.0 0.0
0.1 0.0 0.0
0.0 0.1 -0.2
0.1 -0.2 -0.1
0.1 -0.3 0.1
-0.1 0.0 0.0
-0.2 -0.1 0.1
-0.3 0.1 -0.3
0.0 0.1 -0.2
0.0 0.0 -0.1
0.1 -0.1 0.1
0.2 -0.1 -0.2
-0.1 0.0 0.1
-0.1 0.0 -0.2
-0.1 0.0 -0.3
0.1 0.1 0.1
0.0 0.0 0.0
0.0 0.1 0.2
0.0 0.4 0.1

=====

Record 4
Molecular formula: C4H11NS2
Method: DFT, ωB97M-V/def2-TZVPD

Calculated values
Net charge ... 0
Spin multiplicity ... 1
Energy above the lowest of the compared OMol25 structures with the same formula, charge and spin ... 194.9 kJ/mol
DFT total energy ... -27485.2453 eV
Structure (SMILES) ... CCNCCSS
HOMO energy ... -0.302 Ha

Last column: natural (NBO) charge in e.
Geometry (Å):
S 2.86561 -0.09232 1.05531  -0.163
S 1.56270 0.17336 -0.62828  0.030
N -1.73836 0.69130 0.31567  -0.683
C 0.09752 -0.99210 -0.12072  -0.499
C -2.46201 0.67705 -1.05060  -0.216
C -3.72619 -0.16466 -0.92987  -0.623
C -0.95545 -0.40104 0.93822  -0.221
H -4.45795 0.24702 -0.18853  0.220
H 0.58019 -1.78788 0.37376  0.207
H -0.50656 -0.18522 1.87929  0.218
H -1.15883 1.61153 0.48324  0.368
H -1.67851 -1.25829 1.05990  0.184
H -4.34056 -0.15407 -1.83718  0.213
H -0.46783 -1.41468 -1.07785  0.233
H -3.46656 -1.13141 -0.64232  0.203
H -1.63501 0.36803 -1.72292  0.177
H 3.36311 1.15944 1.08391  0.144
H -2.63901 1.69436 -1.47553  0.209

Cartesian forces, eV/Å:
-0.5 -0.1 -0.6
-1.0 -0.9 0.7
0.9 3.9 1.5
-0.9 1.1 -0.4
2.3 0.0 1.2
-1.0 2.2 -0.4
-1.4 -1.5 -4.7
1.1 -0.1 -0.2
0.7 -1.3 0.2
0.2 0.7 0.5
-1.8 -2.4 -0.9
0.7 0.6 0.3
0.5 -0.3 -0.2
1.5 1.2 1.9
0.2 -1.8 0.4
-1.1 -0.8 -0.4
-0.3 -0.1 0.0
-0.1 -0.4 1.2